Run i
This record from the OMol25 dataset describes one molecule with the formula C2HN3O3. The level of theory is ωB97M-V/def2-TZVPD.

Atoms and positions in Å:
O (-1.4137, 1.5993, 0.1896)
O (1.3067, -1.7999, 0.1575)
O (0.7134, 2.0366, -0.0692)
N (-2.2407, -1.5067, -0.0881)
N (-0.2653, 1.3225, 0.0509)
N (-0.0614, -0.0274, 0.1146)
C (-1.2940, -0.9068, 0.1075)
C (1.1875, -0.6445, -0.0787)
H (2.0675, -0.0731, -0.3841)

Computed properties:
**Molecular weight**: 115.0 u
**Multiplicity**: 1
**LUMO energy**: -0.03231 hartree
**E_HOMO**: -0.4373 Ha
**HOMO-LUMO gap**: 11.02 eV
**SMILES string**: N#CN(C=O)[N+](=O)[O-]


Run ii
This record from the OMol25 dataset describes a 2-piece molecular cluster, C2HN3O3 overall. The level of theory is ωB97M-V/def2-TZVPD.

Atoms and positions in Å:
O (-1.8536, -0.5587, 0.8707)
O (0.4220, -0.3243, 1.5293)
O (1.6938, -0.6125, -2.2494)
N (0.2053, 2.1937, 0.3065)
N (-0.0372, -1.2144, -0.6207)
N (1.3953, 2.9653, 0.5441)
C (0.9461, -0.7679, -1.3169)
C (-0.4232, -0.6087, 0.6428)
H (-2.3486, -1.0724, 0.2935)

Computed properties:
**Molecular weight**: 115.0 u
**Multiplicity**: 1
**LUMO energy**: -0.04862 hartree
**E_HOMO**: -0.4141 Ha
**HOMO-LUMO gap**: 9.95 eV
**SMILES string**: O=C=NC(=O)O.N#N


Run iii
This record from the OMol25 dataset describes one molecule with the formula C2HN3O3. The level of theory is ωB97M-V/def2-TZVPD.

Atoms and positions in Å:
O (-0.7891, -1.5591, -1.2065)
O (0.3280, 0.4059, 1.3820)
O (0.2616, 1.1574, -2.0054)
N (0.2507, 0.1069, 0.0423)
N (-0.6805, -1.5397, 1.1433)
N (-0.2428, -0.7637, 1.9822)
C (-0.4479, -1.0680, -0.2058)
C (0.4646, 1.1978, -0.8080)
H (0.8553, 2.0625, -0.3240)

Computed properties:
**Molecular weight**: 115.0 u
**Multiplicity**: 1
**LUMO energy**: -0.03488 hartree
**E_HOMO**: -0.4083 Ha
**HOMO-LUMO gap**: 10.16 eV
**SMILES string**: O=Cn1onnc1=O


Going by the energies, run iii is most stable and the next is 0.863 eV up.